1.
Formula: C23H26BN9O3Pd
Source: the Open Molecules 2025 dataset
Level of theory: the ωB97M-V functional and the def2-TZVPD basis

<S²>: 2.004
Multiplicity: 3
Gap between HOMO and LUMO (alpha / beta) in eV: 8.75 / 8.21
HOMO (alpha / beta) in eV: -8.32 / -8.88

Each line ends with the Mulliken charge.
Element x y z (Å)
Pd  -0.21769  0.12399  -0.38694  0.6305
C  1.79252  2.48674  2.62746  -1.3212
C  1.86915  1.61342  1.53498  -0.4717
N  0.65427  1.14377  1.26695  0.2568
N  -0.20531  1.69104  2.13838  -0.0125
C  0.45790  2.50397  2.97699  -0.1308
B  -1.71536  1.39425  1.99333  0.1880
N  -2.17647  2.00223  0.65010  0.9103
C  -2.37699  3.31061  0.41969  -0.2901
C  -2.83156  3.44690  -0.88022  -0.8222
C  -2.87159  2.13557  -1.36933  -0.3793
N  -2.48389  1.26819  -0.43477  -0.8414
N  -1.92805  -0.12461  2.00994  0.1368
C  -2.62345  -0.86554  2.89062  -0.1466
C  -2.46257  -2.19549  2.56302  -1.1817
C  -1.62565  -2.18611  1.43925  -0.3720
N  -1.31765  -0.93596  1.12506  0.0399
H  2.60045  3.01904  3.09897  0.4248
H  2.70355  1.30828  0.92562  0.6765
H  -0.06722  3.02897  3.75729  0.4620
H  -2.30453  1.90825  2.90550  -0.1177
H  -2.19093  4.04582  1.18536  0.4730
H  -3.10732  4.35660  -1.38527  0.4173
H  -3.17783  1.77945  -2.33999  0.4942
H  -3.17769  -0.39152  3.68314  0.4446
H  -2.88637  -3.04979  3.06132  0.3900
H  -1.24057  -2.99222  0.83608  0.5635
O  0.14114  -3.19357  -0.96243  -0.7038
C  1.18550  -2.58895  -1.10809  -0.0776
N  1.34744  -1.23479  -0.94270  0.4959
C  2.64912  -0.87579  -1.19157  -0.2656
O  3.11700  0.24751  -1.13115  -0.5774
C  3.40071  -2.11598  -1.59042  0.6323
C  4.71512  -2.30810  -1.96068  -0.4029
C  5.10793  -3.60862  -2.26920  -0.6181
C  4.20817  -4.66622  -2.20360  -0.4170
C  2.88197  -4.46132  -1.82937  -0.4918
C  2.50496  -3.17012  -1.52693  -0.0061
H  5.40995  -1.47895  -2.00178  0.5240
H  6.13125  -3.80685  -2.56256  0.4037
H  4.55222  -5.66313  -2.44880  0.3978
H  2.16970  -5.27410  -1.77396  0.4986
C  -0.05841  0.12734  -3.85123  -0.8261
N  1.10611  0.98371  -3.73342  0.4908
C  1.91930  1.08303  -4.93626  -0.7566
C  3.28728  1.63794  -4.60538  -0.4690
C  3.10776  2.95429  -3.87464  -0.6946
N  2.23582  2.76610  -2.73060  0.3108
C  2.35569  3.73114  -1.65330  -1.0181
C  1.25563  1.83140  -2.67900  -0.0100
O  0.54113  1.75963  -1.66471  -0.2565
H  0.24552  -0.85462  -4.21458  0.3166
H  -0.78767  0.55028  -4.54924  0.3109
H  -0.53928  -0.00784  -2.89091  0.0919
H  1.41884  1.71762  -5.67927  0.2989
H  2.00042  0.08305  -5.36494  0.4191
H  3.86654  1.78155  -5.51695  0.3825
H  3.81924  0.93647  -3.95899  0.1197
H  2.70906  3.72282  -4.54910  0.2642
H  4.06782  3.31618  -3.50457  0.3934
H  3.40822  3.86110  -1.40011  0.3400
H  1.82006  3.36629  -0.78143  0.1635
H  1.94224  4.70129  -1.94665  0.3153

2.
Formula: C16H38ClNPPtV
Source: the Open Molecules 2025 dataset
Level of theory: the ωB97M-V functional and the def2-TZVPD basis

<S²>: 12.068
Multiplicity: 7
Gap between HOMO and LUMO (alpha / beta) in eV: 6.56 / 6.76
HOMO (alpha / beta) in eV: -6.29 / -7.61

Each line ends with the Mulliken charge.
Element x y z (Å)
V  2.36562  1.67658  -3.03785  0.1432
Cl  1.66643  3.67626  -3.52111  -0.6121
C  0.95804  0.05105  -3.29725  -1.7373
C  4.06125  0.80636  -3.96507  -1.1135
H  1.52782  0.10089  -4.24156  0.5110
H  0.58098  -0.97342  -3.19088  0.4653
H  0.06941  0.69411  -3.36028  0.4278
H  3.50412  0.47262  -4.84978  0.2915
H  4.45552  -0.05498  -3.39364  0.3468
H  4.83420  1.53789  -4.21787  0.3235
Pt  1.92089  -0.99938  -1.42111  1.4445
C  2.97163  0.90938  -0.95459  -1.2573
C  2.14186  -2.95721  -1.16806  -1.0766
H  3.88971  0.35848  -0.68940  0.6045
H  3.29618  1.85310  -1.49334  0.2368
H  2.46393  1.19297  -0.02597  0.3226
H  2.98784  -3.33255  -0.57774  0.3647
H  1.63702  -3.68098  -1.83159  0.4275
C  0.34980  2.27685  1.78470  -1.6592
C  -0.01395  0.83356  2.19096  1.9548
C  1.23362  0.18868  2.84014  -1.6620
C  -1.16451  0.89483  3.22629  -1.8220
P  -0.64788  -0.15488  0.77513  0.8758
N  0.66637  -0.57199  -0.04877  -1.2357
C  -1.34709  -1.81206  1.31928  1.7126
C  -2.80592  -1.57045  1.74465  -1.8709
C  -1.28754  -2.84967  0.18388  -1.4614
C  -0.54557  -2.39485  2.50007  -1.8164
C  -1.73240  0.80844  -0.37474  2.3761
C  -0.94805  1.93594  -1.06682  -1.4453
C  -2.29401  -0.11438  -1.45988  -1.8121
C  -2.87816  1.45176  0.43563  -2.0810
H  0.78431  2.76866  2.67272  0.6751
H  -0.53028  2.86649  1.48997  0.2648
H  1.10787  2.30834  0.99178  0.0995
H  1.72039  0.94773  3.47151  0.5100
H  0.97129  -0.65229  3.49179  0.3800
H  1.95103  -0.14825  2.08141  0.2693
H  -2.09242  1.28105  2.77951  0.3201
H  -1.36531  -0.08756  3.67489  0.2716
H  -0.85809  1.58597  4.02762  0.5136
H  -3.44989  -1.29643  0.89884  0.2680
H  -3.18554  -2.50770  2.17179  0.5309
H  -2.89287  -0.80076  2.52257  0.3112
H  -0.26546  -2.94731  -0.20803  0.1120
H  -1.58352  -3.81822  0.61516  0.5270
H  -1.97689  -2.62203  -0.63750  0.2847
H  0.52385  -2.46800  2.25815  0.3210
H  -0.69271  -1.83874  3.43560  0.2777
H  -0.92112  -3.41525  2.67305  0.6247
H  0.05492  1.59726  -1.35888  0.1076
H  -1.47130  2.22425  -1.98814  0.5552
H  -0.85208  2.84248  -0.46014  0.2362
H  -3.03762  -0.82071  -1.08397  0.3360
H  -2.80094  0.51075  -2.20559  0.5673
H  -1.50027  -0.65642  -1.98038  0.2783
H  -3.45677  0.73367  1.02124  0.3187
H  -2.52887  2.24294  1.10872  0.3158
H  -3.56888  1.91712  -0.27710  0.5577

3.
Formula: C13H36F6N4O17PS3
Source: the Open Molecules 2025 dataset
Level of theory: the ωB97M-V functional and the def2-TZVPD basis

ΔE to the lowest compared entry with this formula, charge and spin in eV: 0.323
Charge: -1
Gap between HOMO and LUMO in eV: 10.10
HOMO in eV: -8.73

Each line ends with the Mulliken charge.
Element x y z (Å)
P  -11.56337  -5.48435  14.36338  1.1420
F  -11.74375  -7.10588  14.37164  -0.3578
F  -10.32273  -5.58775  13.35549  -0.3483
F  -12.52221  -5.40100  13.08462  -0.3503
F  -11.33154  -3.87604  14.46965  -0.3669
F  -12.87271  -5.22326  15.27287  -0.3465
F  -10.49409  -5.62011  15.61578  -0.3732
C  -7.43730  -1.37535  19.25264  -0.7147
N  -8.00123  -2.21877  20.33204  0.8089
O  -7.18829  -2.81722  21.06465  -0.5012
O  -9.21337  -2.09994  20.59137  -0.4854
H  -8.17852  -0.61802  18.99737  0.3003
H  -7.13286  -2.05857  18.45978  0.2891
H  -6.49861  -0.99316  19.65375  0.3028
C  -8.83419  -9.65413  8.72357  -0.6278
N  -8.06159  -10.80671  8.05073  0.8258
O  -7.64709  -11.70659  8.76559  -0.5169
O  -7.99407  -10.80213  6.84067  -0.5184
H  -9.12717  -9.00175  7.90098  0.3040
H  -8.10516  -9.23845  9.41916  0.2681
H  -9.61089  -10.11137  9.33656  0.2654
C  -18.39397  -3.33277  14.98485  -0.6741
N  -18.92561  -3.87023  16.26254  0.7863
O  -18.57675  -5.01008  16.57989  -0.4813
O  -19.47931  -3.02162  16.97110  -0.4945
H  -19.19713  -2.95005  14.35512  0.2565
H  -17.87667  -4.15794  14.49537  0.3281
H  -17.58565  -2.65062  15.24824  0.2790
C  -16.18107  -11.54967  18.76523  -0.6813
N  -16.37826  -12.86684  18.20748  0.8013
O  -15.84087  -13.10767  17.12188  -0.4879
O  -17.12105  -13.58689  18.89311  -0.4983
H  -15.62556  -11.58073  19.70253  0.2749
H  -17.15180  -11.05460  18.79183  0.2639
H  -15.43574  -11.06955  18.13115  0.3274
O  -13.52215  2.82353  21.78573  -0.5792
S  -14.74964  2.89895  21.01804  1.1034
O  -16.04215  2.45870  21.57624  -0.5666
O  -14.79992  4.47814  20.42997  -0.3245
C  -13.61492  5.19637  20.19206  -0.1834
C  -13.88926  6.29561  19.13308  -1.1331
C  -14.50070  2.08410  19.33122  -0.8713
H  -12.79040  4.62205  19.76967  0.2950
H  -13.19392  5.56152  21.12882  0.3196
H  -14.12604  5.83259  18.17515  0.2924
H  -13.04504  6.94484  18.90093  0.3579
H  -14.83064  6.70595  19.49849  0.2962
H  -13.46580  2.27517  19.04734  0.3033
H  -15.17481  2.61158  18.65636  0.3114
H  -14.63704  1.01222  19.47474  0.3789
O  -6.46951  -1.11011  7.17879  -0.5835
S  -6.89468  -2.26775  7.83508  1.1311
O  -6.95189  -3.51056  7.11991  -0.5866
O  -6.05483  -2.52112  9.24986  -0.2913
C  -5.80102  -1.32211  9.95804  -0.1789
C  -4.60137  -1.55589  10.90053  -1.2106
C  -8.54462  -2.10007  8.61384  -0.9355
H  -6.70062  -1.05608  10.51307  0.2820
H  -5.52674  -0.48581  9.31503  0.3449
H  -4.91540  -2.13681  11.76771  0.2996
H  -4.05928  -0.63072  11.09624  0.3669
H  -3.82712  -2.09296  10.35263  0.3275
H  -8.63197  -1.16746  9.17126  0.3176
H  -8.55206  -2.94048  9.30793  0.3475
H  -9.30022  -2.16580  7.83100  0.3696
O  -7.81969  -11.03678  23.35987  -0.6149
S  -7.99761  -10.15783  22.17887  1.1406
O  -6.83287  -9.68919  21.41919  -0.5793
O  -8.97473  -10.96747  21.09415  -0.3276
C  -8.99382  -10.42673  19.79944  -0.2874
C  -7.82288  -10.99985  18.99055  -1.0220
C  -9.02655  -8.65549  22.68588  -0.8090
H  -8.97731  -9.33885  19.86536  0.2536
H  -9.96128  -10.69206  19.37314  0.3690
H  -8.02912  -12.04970  18.78228  0.3087
H  -6.86923  -11.06778  19.51403  0.3058
H  -7.72880  -10.36371  18.11045  0.3223
H  -9.22462  -8.15822  21.73636  0.2882
H  -8.50857  -8.03521  23.41736  0.3367
H  -9.98531  -9.01785  23.05677  0.3158

4.
Formula: C37H43AsN4O3SiTi
Source: the Open Molecules 2025 dataset
Level of theory: the ωB97M-V functional and the def2-TZVPD basis

<S²>: 2.007
Multiplicity: 3
ΔE to the lowest compared entry with this formula, charge and spin in eV: 0.713
Gap between HOMO and LUMO (alpha / beta) in eV: 5.94 / 6.64
HOMO (alpha / beta) in eV: -6.51 / -7.51

Each line ends with the Mulliken charge.
Element x y z (Å)
Ti  0.01247  0.58738  0.30018  -0.4953
O  6.41065  1.39576  2.87356  -0.7296
C  5.90712  2.22188  2.09508  0.2927
O  6.35787  3.23105  1.53198  -0.7244
C  4.41349  1.93496  1.76500  -0.7227
C  3.70008  2.76593  0.91441  -0.6492
C  2.37759  2.46533  0.63495  -0.3494
N  1.79405  1.38831  1.16917  0.9627
C  2.43275  0.64866  2.08678  0.2773
C  3.76202  0.87432  2.38635  -0.8819
C  1.52304  -0.25057  2.82875  0.5369
C  1.94773  -1.00262  3.91740  -0.6768
C  1.01425  -1.71878  4.64492  -0.7758
C  -0.31833  -1.65917  4.26879  -1.0772
C  -0.66054  -0.90790  3.16065  -0.2367
N  0.23096  -0.22095  2.43741  0.8718
C  1.43548  3.28972  -0.14365  0.7106
C  1.77879  4.50964  -0.71142  -0.6489
C  0.80245  5.25094  -1.34960  -0.8517
C  -0.48821  4.75093  -1.40967  -1.0353
C  -0.74813  3.52182  -0.83384  -0.3212
N  0.18402  2.79758  -0.20594  1.0052
H  4.22369  3.62716  0.51856  0.6703
H  4.33710  0.29982  3.10058  0.6826
H  2.99185  -1.00640  4.19457  0.4744
H  1.32300  -2.30327  5.50172  0.4421
H  -1.08992  -2.18297  4.81591  0.5031
H  -1.69033  -0.85154  2.82947  0.2329
H  2.79598  4.86773  -0.64143  0.4575
H  1.04840  6.20648  -1.79385  0.4468
H  -1.28585  5.29116  -1.89949  0.4864
H  -1.73991  3.09092  -0.88215  0.4768
C  0.62323  -0.79276  -4.36611  -1.5071
Si  0.82627  0.44534  -2.94959  0.6391
C  2.41918  0.07331  -2.01571  -0.7719
C  1.07563  2.13366  -3.73999  -1.0700
N  -0.46068  0.40645  -1.79027  0.7133
C  -1.74890  0.70300  -2.15012  0.4954
C  -2.22492  0.95822  -3.44921  -0.6675
C  -3.54664  1.30351  -3.70008  -1.1905
C  -4.46332  1.41939  -2.67046  -0.9854
C  -4.04633  1.16748  -1.36343  -0.9273
C  -2.74034  0.80045  -1.13935  0.1030
O  -2.23112  0.55906  0.15991  1.8657
C  -3.05671  0.72540  1.26698  -0.5841
C  -4.07987  -0.17362  1.51818  0.1393
C  -4.81090  -0.04391  2.69043  -0.9462
C  -4.51593  0.96882  3.59410  -0.6282
C  -3.49140  1.86379  3.32133  -0.9235
C  -2.75764  1.74831  2.14843  0.0911
H  0.87446  -0.31696  -5.31830  0.4960
H  -0.39988  -1.16710  -4.44540  0.4020
H  1.27889  -1.65788  -4.25111  0.4436
H  3.15939  -0.33852  -2.70800  0.5698
H  2.31063  -0.65498  -1.20619  -0.1750
H  2.86211  0.97542  -1.58477  0.1378
H  2.02401  2.13690  -4.28691  0.4006
H  1.12201  2.93463  -2.99931  0.0903
H  0.28739  2.38392  -4.45342  0.3079
H  -1.53719  0.90020  -4.28354  0.2887
H  -3.85471  1.49451  -4.72076  0.4199
H  -5.48846  1.70367  -2.86349  0.4082
H  -4.74367  1.26915  -0.54414  0.4218
H  -4.29534  -0.95562  0.80222  0.6030
H  -5.61210  -0.74058  2.90009  0.4228
H  -5.08580  1.06037  4.50922  0.4350
H  -3.25782  2.65476  4.02186  0.4681
H  -1.94253  2.42514  1.92001  0.3601
C  -2.23891  -3.32346  0.78471  -1.0430
C  -0.76338  -3.62432  1.00270  -1.1641
As  0.39856  -2.34164  0.07063  0.9437
C  0.32596  -3.01778  -1.77341  -0.2318
C  -0.09579  -4.46643  -1.98409  -1.5692
C  2.13933  -2.99834  0.70586  -0.4290
C  2.55305  -4.39972  0.27941  -1.4613
H  -2.87600  -4.06651  1.26859  0.5218
H  -2.49577  -3.31037  -0.27729  0.2461
H  -2.50275  -2.34434  1.18778  -0.0818
H  -0.51007  -4.62696  0.65816  0.5943
H  -0.50807  -3.57522  2.06271  0.5726
H  1.31867  -2.83769  -2.19221  0.5202
H  -0.34861  -2.33993  -2.29586  0.1036
H  0.54164  -5.17091  -1.45106  0.2596
H  -0.05282  -4.72314  -3.04447  0.4386
H  -1.12152  -4.63729  -1.65443  0.2437
H  2.08824  -2.92422  1.79468  0.3741
H  2.88492  -2.26630  0.38731  0.4214
H  1.84715  -5.15738  0.62293  0.2808
H  3.53080  -4.65102  0.69423  0.4481
H  2.63077  -4.48328  -0.80513  0.3120

Question: What is the formula in the first record?
Answer: C23H26BN9O3Pd